DFT (wB97M-V/def2-TZVPD) results for a structure of composition C51H52BBrN6O3SSr at a distorted geometry.

Last column: Löwdin charge in e.
Cartesian coordinates (Å):
Sr -0.05359 -0.21872 1.10625  1.2223
C 2.74675 5.21343 3.16631  -0.0328
C 1.60241 4.30862 2.83940  -0.2783
C 0.27626 4.56703 3.06885  0.0027
C -0.40038 3.41897 2.62930  -0.2461
N 0.46273 2.51695 2.16313  0.0993
N 1.69843 3.07543 2.28582  0.0324
B 3.05710 2.40283 1.93468  -0.4975
N 3.31800 2.19843 0.42680  0.0282
N 2.87725 1.11411 -0.25274  0.1291
C 3.35829 1.22491 -1.48277  -0.2696
C 4.11391 2.40446 -1.61831  0.0057
C 4.07714 2.98640 -0.37369  -0.2830
C 4.73484 4.25593 0.05389  -0.0365
C 3.11089 0.19978 -2.51294  -0.1560
C 2.74911 -1.09302 -2.15301  -0.0281
C 2.50965 -2.05083 -3.12465  -0.0830
C 2.63974 -1.73863 -4.47084  -0.1038
C 3.01618 -0.45360 -4.83863  -0.1051
C 3.25052 0.50680 -3.86550  -0.0443
N 3.33746 1.11084 2.73157  0.0265
N 2.67375 -0.06250 2.56904  0.1265
C 3.25441 -0.93025 3.39232  -0.2394
C 4.30468 -0.31853 4.09879  0.0059
C 4.32438 0.97721 3.64664  -0.2818
C 5.25421 2.06987 4.06314  -0.0368
C 2.85452 -2.34875 3.50778  -0.1451
C 1.92912 -2.93549 2.65862  -0.0295
C 1.56414 -4.26531 2.78722  -0.0736
C 2.14054 -5.05154 3.77104  -0.1008
C 3.07454 -4.48458 4.62898  -0.1040
C 3.42254 -3.15009 4.50059  -0.0466
C -1.86957 3.25058 2.65120  -0.1498
C -2.67499 4.34577 2.97739  -0.0532
C -4.05496 4.23228 3.00421  -0.1100
C -4.66184 3.02085 2.69681  -0.0961
C -3.87540 1.92934 2.36292  -0.0510
C -2.49372 2.05016 2.34876  -0.0282
H 2.34194 6.12343 3.61206  0.0742
H 3.32384 5.49554 2.28797  0.0555
H 3.43920 4.76399 3.87781  0.0651
H -0.12795 5.46105 3.51069  0.0937
H 3.86705 3.20548 2.29809  0.0905
H 4.65045 2.76583 -2.48016  0.0954
H 5.30105 4.65373 -0.78928  0.0721
H 5.42036 4.10817 0.88974  0.0717
H 4.01163 5.01380 0.35536  0.0645
H 2.62406 -1.33775 -1.11104  0.1060
H 2.20325 -3.04241 -2.82078  0.0870
H 2.43572 -2.48772 -5.22664  0.0906
H 3.11181 -0.19228 -5.88626  0.0882
H 3.51717 1.51495 -4.15980  0.0990
H 4.97526 -0.75109 4.82134  0.0926
H 5.93932 1.67354 4.81374  0.0718
H 4.72329 2.91637 4.50048  0.0653
H 5.84329 2.45095 3.22794  0.0746
H 1.45117 -2.35025 1.89119  0.0778
H 0.80046 -4.66818 2.13587  0.1092
H 1.84572 -6.08724 3.88458  0.0914
H 3.52367 -5.08069 5.41532  0.0884
H 4.13637 -2.72127 5.19218  0.0919
H -2.22118 5.30170 3.20288  0.0895
H -4.65941 5.09562 3.25920  0.0876
H -5.74109 2.92734 2.71188  0.0924
H -4.31274 0.97568 2.10473  0.0774
H -1.91585 1.17357 2.10192  0.0277
O -1.08529 -2.95746 4.02640  0.0145
C -1.54981 -2.01308 3.38996  -0.6284
O -0.86690 -1.03584 2.91271  -0.3653
C -3.05077 -1.95416 3.17369  -0.1524
C -3.82366 -2.36647 4.25818  -0.0559
C -5.20775 -2.36065 4.22321  -0.1284
C -5.83339 -1.96176 3.04546  -0.1337
C -5.07800 -1.57655 1.95478  -0.1708
C -3.66817 -1.54267 1.97301  -0.6324
S -2.83686 -1.03946 0.50207  0.5712
H -3.29484 -2.70536 5.14074  0.1043
H -5.78410 -2.66761 5.08822  0.0775
H -6.91668 -1.95455 2.97452  0.0823
H -5.56631 -1.27975 1.03298  0.0812
C -2.27863 -0.11807 -6.80818  -0.0584
C -2.97730 0.44214 -5.56139  -0.5637
C -4.39173 -0.14870 -5.47147  -0.0552
C -3.10404 1.95583 -5.72602  -0.0800
C -2.18168 0.07410 -4.31116  -0.1936
C -1.65343 1.00992 -3.43490  -0.0956
C -0.94352 0.58702 -2.33050  -0.5305
Br -0.34068 1.92137 -1.09513  0.8025
C -0.66449 -0.76497 -2.00989  -0.4622
O 0.07056 -1.07482 -0.99427  -0.4020
C -1.27719 -1.71875 -2.87762  -0.0818
C -1.98169 -1.26596 -3.98385  -0.0132
C -1.30708 -3.23971 -2.61653  -0.5141
C -0.53679 -3.71382 -1.37818  -0.0620
C -2.77527 -3.65129 -2.39916  -0.0567
C -0.75098 -4.00715 -3.82863  -0.0530
H -2.82762 0.15529 -7.71543  0.0730
H -2.21242 -1.20623 -6.76593  0.0726
H -1.26184 0.27197 -6.88389  0.0857
H -4.98103 0.12112 -6.35444  0.0738
H -4.90358 0.22243 -4.58210  0.0904
H -4.36325 -1.23658 -5.40399  0.0719
H -3.67301 2.18000 -6.63286  0.0748
H -2.12545 2.43195 -5.81386  0.0827
H -3.62474 2.40718 -4.87965  0.0842
H -1.79685 2.07167 -3.58114  0.0858
H -2.43453 -2.01459 -4.62471  0.0932
H -0.96147 -3.28879 -0.47009  0.0633
H 0.51704 -3.44610 -1.41664  0.0619
H -0.62319 -4.80578 -1.33117  0.0805
H -3.20338 -3.07847 -1.57468  0.0515
H -2.82636 -4.71702 -2.15410  0.0767
H -3.38037 -3.47910 -3.29283  0.0701
H 0.33747 -3.93193 -3.87490  0.0623
H -1.14776 -3.64218 -4.77613  0.0655
H -1.00817 -5.06758 -3.74001  0.0762

Summary:
E	-151214.162	eV
HOMO level	-1.7579	eV
net charge	-2
HOMO-LUMO gap	5.674	eV
energy above the lowest of the compared OMol25 structures with the same formula, charge and spin	0.847	eV